Entry 1:
{
  "formula": "C8H10BiN2",
  "method": "ωB97M-V with the def2-TZVPD basis set",
  "gap_ev": [5.11, 5.10],
  "e_homo_ev": [-3.306, -3.306],
  "e_lumo_ha": [0.06619, 0.06599],
  "charge": -1,
  "symbols": ["C", "C", "C", "C", "C", "Bi", "N", "C", "C", "H", "H", "H", "H", "H", "H", "H", "H", "H", "H", "N", "C"],
  "xyz": [[-0.231, -1.928, -1.896], [-1.175, -0.997, -2.428], [-2.407, -1.200, -1.681], [-2.211, -2.228, -0.745], [-0.865, -2.667, -0.828], [1.320, -0.327, 0.745], [2.162, -1.425, 2.469], [2.058, 1.699, -0.596], [1.157, 2.548, -1.218], [-3.361, -0.655, -1.880], [-1.023, -0.314, -3.215], [-2.970, -2.626, -0.040], [-0.409, -3.499, -0.266], [0.775, -2.087, -2.267], [1.027, 2.630, -2.267], [2.361, 1.891, 0.376], [2.041, -0.478, 2.958], [0.702, 3.377, -0.576], [2.615, 0.924, -1.131], [0.809, 2.118, 3.063], [0.742, 1.533, 2.046]],
  "atomic_forces_ev_per_a": [[-0.76, 0.31, 0.48], [-0.92, -1.75, 2.32], [0.35, 0.62, -1.11], [0.04, -0.08, 0.53], [0.37, 0.15, -0.49], [-0.66, -3.64, 2.59], [-1.36, 3.48, -2.28], [-1.22, 2.16, -4.23], [1.89, 0.16, 3.23], [0.90, -0.52, 0.28], [0.16, 0.68, -0.81], [0.60, 0.37, -0.57], [-0.31, 0.53, -0.35], [0.03, -0.04, 0.01], [-0.40, -0.50, -0.73], [0.46, 0.55, 1.65], [0.42, -1.56, 0.36], [0.53, -1.38, -0.99], [-0.08, 0.65, -0.32], [-0.27, -0.73, -2.00], [0.24, 0.53, 2.42]],
  "lowdin_charge": [-0.29, -0.20, -0.21, -0.24, -0.27, 1.43, -0.42, -0.37, -0.02, 0.07, 0.03, 0.07, 0.06, 0.04, 0.03, -0.04, -0.22, 0.08, 0.02, -0.05, -0.50]
}

Entry 2:
{
  "formula": "C31H31BCrN13O2",
  "method": "ωB97M-V with the def2-TZVPD basis set",
  "gap_ev": [5.70, 4.59],
  "e_homo_ev": [-12.423, -13.725],
  "e_lumo_ha": [-0.24714, -0.33568],
  "charge": 2,
  "spin_multiplicity": 6,
  "symbols": ["Cr", "C", "C", "C", "C", "N", "N", "B", "N", "C", "C", "C", "C", "N", "N", "C", "C", "C", "C", "N", "N", "C", "C", "C", "C", "N", "H", "H", "H", "H", "H", "H", "H", "H", "H", "H", "H", "H", "H", "H", "H", "H", "H", "H", "H", "H", "O", "N", "O", "C", "C", "C", "C", "C", "C", "N", "C", "C", "N", "C", "C", "C", "C", "H", "H", "H", "H", "H", "H", "H", "N", "C", "C", "C", "N", "H", "H", "H", "H"],
  "xyz": [[-0.029, -0.255, -0.213], [1.468, 0.442, -3.672], [0.191, 1.025, -3.150], [-0.453, 2.081, -3.800], [-1.347, 2.588, -2.890], [-1.282, 1.858, -1.765], [-0.376, 0.841, -1.937], [-1.366, 2.525, -0.342], [-2.162, 1.606, 0.597], [-3.283, 1.768, 1.308], [-3.381, 0.722, 2.204], [-2.255, -0.066, 1.991], [-1.915, -1.311, 2.740], [-1.505, 0.489, 1.016], [0.105, 2.555, 0.238], [0.706, 3.563, 0.882], [1.999, 3.198, 1.188], [2.136, 1.899, 0.704], [3.393, 1.096, 0.653], [0.973, 1.493, 0.172], [-1.927, 3.904, -0.470], [-1.344, 5.041, -0.951], [-2.336, 5.911, -1.294], [-3.544, 5.218, -1.023], [-4.943, 5.692, -1.222], [-3.289, 4.014, -0.550], [1.547, 0.671, -4.732], [1.617, -0.622, -3.554], [2.297, 0.948, -3.170], [-0.243, 2.444, -4.791], [-2.000, 3.444, -2.942], [-3.916, 2.615, 1.110], [-4.162, 0.555, 2.926], [-1.839, -1.090, 3.805], [-0.983, -1.762, 2.417], [-2.704, -2.054, 2.619], [0.180, 4.481, 1.081], [2.753, 3.803, 1.662], [4.182, 1.703, 0.209], [3.286, 0.205, 0.039], [3.731, 0.808, 1.649], [-0.275, 5.148, -1.033], [-2.220, 6.912, -1.675], [-5.042, 6.738, -0.934], [-5.633, 5.099, -0.625], [-5.237, 5.608, -2.269], [5.221, -5.666, -0.235], [4.452, -5.179, -1.049], [4.409, -5.465, -2.234], [3.589, -4.144, -0.554], [3.839, -3.728, 0.856], [3.062, -2.742, 1.438], [3.172, -2.338, 2.795], [2.324, -1.372, 3.283], [1.368, -0.808, 2.447], [1.239, -1.187, 1.158], [2.070, -2.096, 0.661], [1.876, -2.458, -0.754], [0.962, -1.750, -1.399], [0.511, -2.201, -2.592], [1.050, -3.313, -3.198], [2.107, -3.982, -2.604], [2.559, -3.566, -1.330], [4.609, -4.257, 1.394], [3.919, -2.796, 3.431], [2.389, -1.044, 4.311], [0.698, -0.028, 2.783], [-0.290, -1.633, -3.044], [0.660, -3.646, -4.149], [2.567, -4.826, -3.087], [-2.634, -1.621, -0.805], [-3.384, -2.735, -0.816], [-2.607, -3.752, -0.306], [-1.386, -3.151, 0.001], [-1.408, -1.855, -0.297], [-2.917, -0.680, -1.037], [-4.398, -2.719, -1.178], [-2.888, -4.781, -0.170], [-0.500, -3.594, 0.429]],
  "atomic_forces_ev_per_a": [[0.28, -0.30, -0.32], [0.05, 0.06, 0.02], [-0.06, -0.03, 0.03], [-0.09, 0.03, -0.01], [0.01, -0.01, -0.03], [0.03, -0.12, 0.05], [-0.10, 0.03, -0.09], [0.18, 0.00, 0.02], [0.07, 0.16, 0.22], [0.04, -0.02, -0.04], [-0.02, 0.00, -0.01], [0.00, 0.08, 0.04], [0.02, -0.05, -0.05], [-0.02, -0.25, 0.05], [-0.08, 0.03, 0.02], [0.02, 0.01, 0.03], [-0.04, 0.02, -0.04], [0.09, -0.05, -0.01], [-0.03, -0.04, 0.02], [-0.11, 0.27, -0.12], [-0.06, -0.04, 0.00], [0.02, 0.00, -0.01], [0.00, -0.02, -0.01], [0.03, 0.00, 0.00], [-0.01, 0.00, 0.02], [-0.03, 0.02, 0.02], [0.00, 0.01, 0.00], [-0.01, 0.06, -0.02], [0.01, -0.03, 0.01], [0.00, 0.01, 0.00], [0.01, 0.00, -0.03], [-0.01, 0.00, 0.02], [0.01, 0.00, 0.01], [-0.01, -0.01, 0.00], [0.01, 0.00, -0.01], [-0.02, 0.01, 0.00], [0.00, 0.01, -0.01], [0.01, -0.01, 0.00], [0.01, 0.00, 0.02], [-0.03, -0.02, -0.02], [-0.01, -0.02, 0.01], [0.00, -0.01, 0.01], [-0.02, 0.00, 0.00], [0.00, 0.00, 0.00], [0.00, -0.01, -0.02], [0.00, 0.02, 0.00], [-0.07, -0.11, 0.04], [0.22, 0.26, -0.12], [-0.12, -0.07, 0.03], [-0.05, -0.09, 0.02], [-0.03, 0.02, -0.02], [0.06, -0.05, 0.01], [0.00, 0.01, 0.04], [0.04, 0.00, 0.01], [0.01, 0.07, -0.06], [-0.12, 0.05, 0.23], [0.01, 0.02, 0.02], [0.01, -0.04, 0.00], [0.26, 0.02, 0.27], [-0.03, -0.03, 0.01], [-0.03, 0.01, -0.03], [0.06, 0.01, 0.07], [-0.07, -0.01, -0.06], [-0.01, 0.04, 0.03], [0.00, -0.01, -0.01], [0.00, 0.01, 0.00], [-0.02, -0.02, 0.02], [-0.02, -0.04, 0.02], [0.00, 0.00, 0.00], [0.02, -0.02, 0.00], [-0.05, -0.04, 0.11], [0.02, 0.09, -0.01], [0.02, -0.03, 0.03], [0.02, -0.03, -0.06], [-0.26, 0.23, -0.31], [0.01, 0.01, -0.03], [0.00, -0.02, 0.00], [0.01, 0.00, 0.00], [-0.01, -0.03, -0.01]],
  "mulliken_spin": [3.23, 0.01, 0.01, 0.00, 0.02, 0.02, -0.05, -0.01, 0.00, 0.02, 0.00, 0.01, 0.02, -0.10, 0.00, 0.02, 0.00, -0.03, 0.03, -0.06, 0.00, 0.00, 0.00, 0.00, 0.00, 0.00, 0.00, 0.00, 0.00, 0.00, 0.00, 0.00, 0.00, 0.00, -0.01, 0.00, 0.00, 0.00, 0.00, 0.00, 0.00, 0.00, 0.00, 0.00, 0.00, 0.00, 0.14, -0.02, 0.04, 0.47, 0.53, 0.01, 0.14, -0.04, 0.18, -0.09, 0.12, 0.16, -0.08, 0.15, -0.03, 0.14, 0.07, -0.01, 0.00, 0.00, 0.00, 0.01, 0.00, 0.00, 0.00, 0.01, 0.00, 0.03, -0.10, 0.01, 0.00, 0.00, 0.00]
}

Entry 3:
{
  "formula": "C2H11N2O2",
  "method": "ωB97M-V with the def2-TZVPD basis set",
  "gap_ev": 9.82,
  "e_homo_ev": -13.679,
  "e_lumo_ha": -0.14189,
  "charge": 1,
  "symbols": ["C", "C", "N", "N", "H", "H", "H", "H", "H", "H", "H", "H", "H", "O", "H", "H", "O"],
  "xyz": [[-2.044, 0.436, 0.833], [-1.976, -0.654, 0.002], [-0.783, -1.194, -0.676], [-1.046, 1.338, 0.887], [-2.847, 0.389, 1.571], [-2.810, -1.429, -0.121], [0.044, -0.756, -0.291], [-0.820, -0.903, -1.655], [-0.660, -2.229, -0.548], [-0.938, 2.176, 0.318], [-0.212, 1.021, 1.420], [3.601, -2.562, -0.941], [3.722, -3.394, 0.292], [3.393, -3.514, -0.642], [1.681, 3.250, -0.056], [0.838, 4.362, -0.542], [0.856, 3.663, 0.146]],
  "atomic_forces_ev_per_a": [[-0.57, -3.59, -1.99], [-2.62, -1.20, 1.72], [0.15, 0.62, -0.11], [3.19, 0.72, 1.04], [-0.44, 0.57, -0.51], [1.15, 1.43, 0.57], [0.48, 0.35, 0.20], [0.23, -0.61, -0.28], [-0.44, 1.04, -0.38], [-0.11, -0.35, 0.34], [-0.93, 1.02, -0.54], [-0.46, -2.23, 0.09], [-0.49, -0.80, -1.14], [0.93, 3.09, 1.07], [0.97, -0.60, 0.07], [-0.30, -0.35, 0.71], [-0.73, 0.89, -0.83]],
  "lowdin_charge": [-0.19, -0.07, 0.19, 0.03, 0.13, 0.14, 0.15, 0.18, 0.20, 0.09, 0.12, 0.07, 0.05, -0.12, 0.02, 0.07, -0.05]
}

Entry 4:
{
  "formula": "C29H44N9PSr",
  "method": "ωB97M-V with the def2-TZVPD basis set",
  "gap_ev": 9.03,
  "e_homo_ev": -13.305,
  "e_lumo_ha": -0.15701,
  "charge": 2,
  "symbols": ["Sr", "N", "C", "C", "N", "C", "C", "N", "C", "C", "N", "H", "H", "H", "H", "H", "H", "H", "H", "H", "H", "H", "H", "H", "H", "H", "H", "H", "H", "N", "C", "C", "C", "C", "C", "C", "P", "C", "C", "C", "C", "C", "C", "C", "C", "C", "C", "C", "C", "H", "H", "H", "H", "H", "H", "H", "H", "H", "H", "H", "H", "H", "H", "H", "H", "C", "C", "C", "C", "N", "C", "N", "N", "N", "H", "H", "H", "H", "H", "H", "H", "H", "H", "H"],
  "xyz": [[0.411, 0.678, -0.950], [2.004, -0.627, -2.700], [3.311, 0.054, -2.808], [3.852, 0.458, -1.446], [3.019, 1.451, -0.745], [3.176, 2.796, -1.339], [1.870, 3.524, -1.630], [1.026, 2.756, -2.566], [3.348, 1.452, 0.693], [2.359, 2.234, 1.540], [1.015, 1.622, 1.490], [2.140, -1.568, -2.336], [1.621, -0.768, -3.630], [3.181, 0.934, -3.441], [4.060, -0.572, -3.300], [4.881, 0.819, -1.571], [3.909, -0.430, -0.814], [3.733, 2.708, -2.275], [3.791, 3.428, -0.690], [2.114, 4.519, -2.013], [1.295, 3.675, -0.713], [1.514, 2.636, -3.448], [0.189, 3.287, -2.787], [4.355, 1.853, 0.867], [3.353, 0.412, 1.034], [2.279, 3.261, 1.182], [2.748, 2.292, 2.559], [0.324, 2.276, 1.847], [0.985, 0.823, 2.118], [-1.689, -1.027, -0.770], [-1.202, -2.165, -1.492], [-1.794, -2.539, -2.691], [-1.292, -3.616, -3.407], [-0.211, -4.333, -2.917], [0.379, -3.960, -1.718], [-0.091, -2.864, -0.994], [0.788, -2.207, 0.472], [2.053, -3.466, 0.804], [1.803, -4.594, 1.582], [2.796, -5.544, 1.767], [4.040, -5.382, 1.173], [4.299, -4.261, 0.397], [3.310, -3.305, 0.222], [-0.399, -2.426, 1.839], [-1.557, -3.195, 1.740], [-2.407, -3.325, 2.831], [-2.101, -2.701, 4.031], [-0.942, -1.943, 4.145], [-0.102, -1.802, 3.052], [-2.512, -0.633, -1.216], [-1.942, -1.275, 0.184], [-2.660, -1.998, -3.055], [-1.761, -3.905, -4.338], [0.168, -5.187, -3.461], [1.220, -4.526, -1.340], [0.836, -4.733, 2.049], [2.597, -6.416, 2.376], [4.811, -6.127, 1.320], [5.270, -4.130, -0.062], [3.520, -2.426, -0.377], [-1.788, -3.714, 0.816], [-3.301, -3.929, 2.747], [-2.760, -2.812, 4.882], [-0.692, -1.471, 5.086], [0.818, -1.234, 3.156], [-4.328, 3.729, 2.372], [-4.908, 4.504, 1.194], [-5.979, 3.700, 0.465], [-3.818, 5.001, 0.245], [-3.046, 3.906, -0.364], [-3.307, 3.169, -1.451], [-2.355, 2.275, -1.593], [-1.518, 2.491, -0.562], [-1.918, 3.461, 0.179], [-5.115, 3.483, 3.084], [-3.565, 4.303, 2.900], [-3.880, 2.788, 2.044], [-5.368, 5.421, 1.574], [-5.585, 2.746, 0.103], [-6.397, 4.248, -0.382], [-6.800, 3.465, 1.140], [-3.088, 5.619, 0.765], [-4.238, 5.576, -0.578], [-4.157, 3.310, -2.096]],
  "atomic_forces_ev_per_a": [[0.04, 0.04, -0.04], [0.03, -0.01, 0.02], [0.02, 0.01, -0.02], [0.01, -0.03, -0.05], [-0.11, -0.03, -0.01], [0.03, 0.05, -0.03], [-0.01, 0.03, 0.00], [0.02, -0.06, 0.04], [0.00, 0.00, 0.04], [0.02, 0.04, 0.00], [0.00, 0.01, -0.03], [0.00, 0.00, 0.01], [0.00, 0.01, 0.00], [0.00, -0.01, 0.00], [0.00, 0.00, 0.00], [0.00, 0.02, 0.03], [0.00, 0.00, 0.00], [-0.01, -0.01, 0.00], [0.00, -0.01, 0.00], [0.01, 0.00, 0.01], [0.00, -0.03, 0.00], [0.00, 0.01, 0.00], [0.00, 0.00, -0.01], [0.01, -0.01, -0.03], [0.00, 0.00, 0.00], [0.01, 0.00, 0.02], [-0.01, -0.01, 0.00], [0.01, 0.00, 0.01], [0.00, 0.00, 0.00], [-0.01, 0.05, 0.03], [0.00, 0.01, 0.00], [0.04, -0.04, -0.02], [-0.02, 0.02, 0.00], [0.01, -0.01, 0.01], [0.01, -0.01, -0.02], [-0.04, 0.04, -0.01], [-0.06, -0.08, 0.05], [0.05, 0.05, -0.03], [-0.01, -0.02, 0.01], [-0.01, -0.01, 0.01], [0.01, 0.01, -0.01], [-0.01, 0.00, 0.01], [0.01, -0.02, 0.00], [0.01, 0.00, 0.01], [0.00, -0.01, -0.01], [-0.01, 0.00, 0.00], [0.00, 0.00, 0.01], [0.00, -0.01, -0.01], [0.00, 0.00, 0.00], [0.00, -0.02, -0.01], [0.01, 0.00, 0.00], [0.00, 0.00, 0.00], [0.00, 0.00, 0.00], [0.00, 0.00, 0.00], [0.00, 0.00, 0.00], [0.00, 0.01, 0.00], [0.00, 0.00, 0.00], [0.00, 0.00, 0.00], [0.00, 0.00, 0.00], [-0.01, 0.00, 0.01], [0.00, 0.00, 0.00], [0.00, 0.00, 0.00], [0.00, 0.00, 0.00], [0.00, 0.00, 0.00], [0.00, 0.00, 0.00], [0.00, -0.02, 0.01], [0.01, 0.03, -0.01], [-0.02, -0.02, -0.01], [0.05, -0.01, -0.03], [-0.01, -0.03, -0.01], [0.02, 0.00, 0.01], [-0.04, 0.00, 0.00], [0.03, 0.00, 0.00], [-0.01, 0.02, 0.02], [0.00, 0.00, 0.00], [0.00, 0.01, -0.01], [0.00, 0.00, 0.00], [0.00, -0.01, 0.00], [0.00, 0.00, 0.00], [0.01, 0.01, 0.00], [0.00, 0.00, 0.00], [-0.02, 0.00, 0.01], [-0.02, 0.01, 0.02], [-0.01, 0.01, 0.01]],
  "lowdin_charge": [1.29, -0.05, -0.23, -0.19, -0.24, -0.17, -0.24, -0.06, -0.19, -0.23, -0.06, 0.06, 0.09, 0.10, 0.13, 0.14, 0.10, 0.13, 0.14, 0.13, 0.09, 0.09, 0.08, 0.14, 0.12, 0.11, 0.13, 0.08, 0.06, 0.00, -0.36, -0.02, -0.06, -0.06, -0.07, -0.35, 1.04, -0.39, -0.07, -0.05, -0.06, -0.06, -0.11, -0.41, -0.10, -0.06, -0.06, -0.06, -0.11, 0.09, 0.07, 0.12, 0.12, 0.12, 0.11, 0.11, 0.12, 0.12, 0.11, 0.07, 0.11, 0.12, 0.12, 0.11, 0.10, -0.07, -0.41, -0.07, -0.09, -0.08, -0.11, 0.03, -0.15, 0.08, 0.09, 0.08, 0.07, 0.15, 0.07, 0.09, 0.09, 0.13, 0.14, 0.15]
}